Record 1
{"formula": "C4H9ISi", "method": "the ωB97M-V functional and the def2-TZVPD basis", "charge": 0, "e_tot_ha": -744.92677, "multiplicity": 1, "e_homo_ev": -9.632, "smiles": "C[SiH](C)I.C#C", "lumo_energy_ev": 0.716, "species": ["C", "Si", "C", "I", "H", "H", "H", "H", "H", "H", "H", "C", "C", "H", "H"], "coordinates": [[-2.146, 0.899, 0.425], [-0.415, 0.389, 1.130], [0.847, 1.787, 1.104], [-0.680, -0.475, 3.411], [-2.050, 1.421, -0.442], [-2.695, -0.022, 0.472], [-2.814, 1.569, 1.003], [-0.007, -0.671, 0.171], [1.883, 1.350, 1.139], [0.889, 2.395, 0.242], [0.755, 2.410, 2.142], [1.173, -3.198, -2.607], [2.025, -2.374, -2.721], [0.365, -3.746, -2.387], [2.872, -1.736, -3.082]], "atomic_forces_ev_per_a": [[0.2, -0.5, 4.2], [-1.0, 1.1, -1.0], [1.1, -0.3, 3.7], [0.1, 0.0, -0.2], [0.3, 0.7, -3.1], [-0.4, -0.6, -1.0], [0.8, -0.2, 0.4], [0.1, -0.1, 0.4], [-0.9, 0.2, 0.2], [-0.5, 0.9, -0.9], [0.1, -1.2, -2.7], [1.6, 1.6, -0.1], [2.2, 1.3, -1.4], [-2.3, -1.9, 0.6], [-1.4, -0.9, 0.9]], "lowdin_charge": [-0.265, 0.107, -0.304, 0.390, -0.025, 0.005, 0.038, -0.044, 0.028, -0.010, 0.080, -0.005, -0.017, -0.024, 0.047]}

---

Record 2
{"formula": "C4H10S2", "method": "the ωB97M-V functional and the def2-TZVPD basis", "charge": 0, "e_tot_ha": -954.60761, "multiplicity": 1, "e_homo_ev": -6.890, "lumo_energy_ev": -1.028, "species": ["C", "C", "S", "S", "C", "C", "H", "H", "H", "H", "H", "H", "H", "H", "H", "H"], "coordinates": [[2.388, 1.332, -0.086], [2.425, -0.067, 0.171], [-0.413, 1.691, 0.683], [-1.239, 0.993, -1.061], [-1.428, -0.819, -0.598], [-2.660, -0.923, 0.277], [1.249, 0.686, 0.208], [2.910, 1.729, -0.950], [2.628, 1.913, 0.803], [2.430, -0.654, -0.740], [2.619, -0.528, 1.132], [-1.642, -1.398, -1.501], [-0.456, -1.099, -0.207], [-3.029, -1.922, 0.512], [-3.482, -0.248, 0.073], [-2.299, -0.686, 1.285]], "atomic_forces_ev_per_a": [[2.9, -2.0, 3.0], [1.0, 1.4, -1.9], [0.9, -0.2, -0.3], [0.2, -1.0, -0.1], [-1.2, 0.9, -1.4], [1.0, -0.6, 2.5], [-1.6, 1.0, 0.1], [-1.7, 0.0, -0.9], [-0.7, 0.2, -0.2], [0.0, -0.4, 0.3], [-0.6, 0.3, 0.1], [0.5, 0.3, -0.3], [-0.3, -0.3, 0.4], [-0.1, -0.3, -0.9], [0.1, 0.0, -0.5], [-0.3, 0.6, 0.1]], "lowdin_charge": [-0.104, -0.049, 0.057, 0.285, -0.594, -0.221, -0.013, 0.111, 0.086, 0.084, 0.095, 0.060, 0.030, 0.064, 0.061, 0.049]}

---

Record 3
{"formula": "C6H11IO6S", "method": "the ωB97M-V functional and the def2-TZVPD basis", "charge": 0, "e_tot_ha": -1382.49886, "multiplicity": 1, "e_homo_ev": -9.788, "lumo_energy_ev": 0.055, "species": ["C", "C", "O", "C", "C", "C", "I", "O", "S", "O", "O", "O", "C", "O", "H", "H", "H", "H", "H", "H", "H", "H", "H", "H", "H"], "coordinates": [[3.265, -1.554, -0.295], [2.852, -0.108, -0.024], [1.553, 0.107, -0.557], [0.989, 1.362, -0.242], [-0.453, 1.292, 0.335], [-1.114, -0.077, 0.425], [-0.226, -1.334, 1.913], [-1.121, -0.717, -0.862], [-2.549, -0.626, -1.578], [-2.414, 0.059, -2.815], [-3.183, -1.899, -1.491], [-3.192, 0.371, -0.513], [-2.620, 0.024, 0.771], [-2.920, 1.025, 1.654], [2.424, -2.089, -0.741], [4.104, -1.612, -0.989], [3.535, -2.075, 0.626], [3.559, 0.586, -0.499], [2.852, 0.113, 1.051], [0.954, 1.945, -1.168], [1.637, 1.902, 0.456], [-0.491, 1.717, 1.341], [-1.107, 1.897, -0.302], [-3.006, -0.956, 1.066], [-3.327, 0.647, 2.439]], "atomic_forces_ev_per_a": [[-0.1, 0.0, 0.0], [0.2, 0.0, -0.1], [-0.2, -0.2, 0.3], [0.0, 0.1, -0.2], [0.1, -0.1, 0.1], [0.0, 0.2, -0.2], [0.1, 0.0, -0.1], [0.1, -0.1, 0.1], [-0.1, 0.0, -0.2], [-0.1, -0.3, 0.4], [0.2, 0.4, -0.1], [-0.1, -0.2, 0.0], [0.1, 0.0, -0.1], [0.1, 0.0, 0.1], [0.1, 0.1, 0.0], [0.0, 0.0, 0.1], [0.0, 0.1, -0.1], [-0.1, 0.0, 0.1], [-0.1, 0.0, 0.0], [0.0, 0.0, 0.1], [-0.1, 0.0, 0.0], [0.0, 0.0, -0.1], [0.0, 0.0, 0.1], [0.0, 0.1, 0.0], [-0.1, 0.0, 0.0]], "lowdin_charge": [-0.068, -0.288, -0.208, -0.191, -0.143, -0.791, 1.040, -0.211, 0.613, -0.201, -0.211, -0.126, -0.478, 0.063, 0.078, 0.070, 0.070, 0.119, 0.104, 0.128, 0.120, 0.115, 0.133, 0.139, 0.125]}

---

Record 4
{"formula": "C4H8FN", "method": "the ωB97M-V functional and the def2-TZVPD basis", "charge": 0, "e_tot_ha": -311.76722, "multiplicity": 1, "e_homo_ev": -8.977, "smiles": "C[C@@H]1NC[C@@H]1F", "lumo_energy_ev": 0.970, "species": ["C", "C", "N", "C", "C", "F", "H", "H", "H", "H", "H", "H", "H", "H"], "coordinates": [[-1.418, -0.778, -0.352], [-0.478, -0.011, 0.536], [-0.109, 1.326, -0.058], [1.155, 0.807, -0.506], [0.964, -0.352, 0.476], [1.328, -1.521, -0.071], [-2.284, -0.218, -0.707], [-1.019, -1.294, -1.196], [-1.872, -1.588, 0.259], [-1.027, 0.178, 1.489], [0.021, 1.954, 0.818], [2.114, 1.410, -0.602], [1.108, 0.334, -1.536], [1.519, -0.245, 1.451]], "atomic_forces_ev_per_a": [[-1.4, -1.3, 0.8], [-2.1, 1.7, -0.2], [-1.4, 2.7, 2.2], [2.2, -1.2, -1.3], [2.7, 0.7, 1.1], [0.2, -2.0, -0.3], [0.3, 0.5, 0.2], [0.8, -0.1, -0.6], [0.3, 0.3, -0.2], [0.9, -0.5, -0.3], [0.0, -1.1, -2.2], [-1.3, -0.3, 0.9], [-0.5, 0.6, 0.9], [-0.6, 0.0, -0.8]], "lowdin_charge": [-0.060, -0.338, -0.024, -0.182, -0.355, 0.018, 0.082, 0.064, 0.087, 0.147, 0.139, 0.129, 0.129, 0.164]}